Entry 1:
Molecular formula: C82H73Br4N13O26
Method: DFT, ωB97M-V/def2-TZVPD

```
198
Properties=species:S:1:pos:R:3:forces:R:3
Br 3.21457 0.30192 -4.05888 0.717 0.204 0.268
C 4.56608 1.57686 -3.37170 -0.819 1.990 -1.393
C 4.19938 2.99882 -3.98985 0.316 -0.989 0.372
Br 5.65871 4.29171 -3.53307 -0.761 -0.735 -0.163
H 5.54043 1.27434 -3.75538 -0.198 -0.192 0.379
H 4.47235 1.64276 -2.28773 0.189 -0.349 -0.331
H 3.21977 3.32936 -3.64458 0.370 0.251 0.546
H 4.11217 3.05109 -5.07509 0.464 -0.449 0.072
Br -0.17322 -1.48767 -6.23656 0.037 1.111 0.951
C -0.28958 -0.09502 -4.79695 0.212 1.470 -0.015
C -0.20618 1.37164 -5.29111 -0.190 0.057 -0.295
Br 0.33732 2.63516 -3.77334 -0.668 -0.939 -1.268
H 0.52023 -0.19280 -4.07394 -0.209 -0.808 -0.196
H -1.27364 -0.15681 -4.33228 0.217 -0.698 0.081
H -1.18865 1.70189 -5.62845 0.084 0.223 0.264
H 0.47709 1.58561 -6.11297 0.294 -0.242 0.397
C -2.29319 0.98144 5.32003 0.438 -1.160 0.701
C -1.14192 0.17991 5.07300 -1.118 2.090 -0.037
C -0.95583 -0.97411 5.74001 0.752 -2.708 1.073
C -1.91579 -1.51856 6.59352 -0.489 0.930 -0.771
C -3.05204 -0.75279 6.81023 -0.990 -0.238 0.542
C -3.26320 0.51923 6.24107 1.874 -0.391 -0.947
N -1.72275 -2.88934 7.18555 -2.311 -0.070 1.382
O -0.64500 -3.34441 7.35953 3.215 0.338 -0.836
O -2.68375 -3.52957 7.60378 -1.148 1.289 -0.788
H -2.30623 1.94339 4.82922 -0.491 0.092 0.068
H -0.36693 0.56719 4.42817 0.049 -0.070 -0.151
H -0.06058 -1.57351 5.66472 0.332 0.134 -0.412
H -3.83635 -1.13657 7.44581 0.018 -0.164 0.178
H -4.11467 1.12018 6.52436 -0.074 -0.125 -0.100
C 4.24156 -6.06037 -3.13636 0.684 0.506 -1.264
C 2.96796 -6.55006 -2.98998 -0.308 1.525 0.627
C 1.93143 -5.62178 -2.82717 -0.191 0.578 0.439
C 2.18121 -4.21987 -2.85017 1.201 -2.093 -0.858
C 3.50145 -3.77990 -3.12403 -0.681 0.567 0.887
C 4.54669 -4.67048 -3.22248 -0.840 -2.085 -0.243
N 1.11541 -3.25377 -2.55845 1.206 -0.072 1.137
O 0.12810 -3.69152 -1.99005 -0.051 0.406 -0.567
O 1.39054 -2.07041 -2.70745 -0.706 -0.580 -0.215
H 4.93949 -6.83695 -3.41241 0.799 0.312 0.473
H 2.84562 -7.61911 -2.89736 -0.428 0.032 -0.176
H 0.95910 -6.04480 -2.62220 -0.350 0.479 -0.056
H 3.72540 -2.72366 -3.09924 -0.225 0.170 -0.259
H 5.56679 -4.38530 -3.43336 -0.072 0.280 0.153
C -2.36349 -5.83302 0.92458 0.329 -0.897 0.195
C -1.15249 -5.53304 0.34202 1.003 0.368 -0.047
C -0.03565 -6.37492 0.42596 -0.062 -0.787 1.265
C -0.10621 -7.54354 1.21889 -3.397 1.100 -0.555
C -1.39539 -7.92887 1.74163 -0.207 1.613 -0.230
C -2.49829 -7.02847 1.63396 1.119 -0.723 -1.302
N 1.00291 -8.43338 1.35671 1.322 -1.358 0.422
O 0.71400 -9.58078 1.71563 0.765 1.103 -0.408
O 2.15268 -8.01923 1.14767 -1.712 -0.481 0.155
H -3.21444 -5.19497 0.73703 -0.093 0.147 0.253
H -1.04288 -4.57684 -0.14795 0.100 -0.075 -0.318
H 0.90911 -6.16549 -0.05360 -0.013 0.307 -0.061
H -1.61150 -8.86384 2.23714 0.571 -0.095 -0.013
H -3.51305 -7.32216 1.85847 0.138 -0.294 0.662
C -1.58349 -0.03554 1.17401 1.533 -0.418 -0.596
C -1.42302 1.31074 1.59278 -0.840 -1.188 -2.021
C -0.68086 2.19609 0.79958 0.718 -0.365 1.560
C 0.20156 1.68391 -0.15974 -0.195 -0.806 0.552
C 0.14415 0.32384 -0.47040 -0.075 -0.801 -0.204
C -0.74663 -0.57078 0.13990 -0.706 2.474 1.006
N 1.33246 2.47165 -0.72315 -2.435 1.277 0.849
O 1.30051 3.68260 -0.51761 0.227 -0.367 -0.084
O 2.15095 1.90985 -1.37630 1.411 -0.784 -0.442
H -2.24320 -0.74060 1.65781 -0.142 0.250 0.380
H -2.04764 1.70024 2.38306 0.010 0.014 0.054
H -0.72845 3.19514 1.20704 0.628 0.409 -0.707
H 0.77784 -0.13687 -1.21377 0.391 0.407 -0.172
H -0.75326 -1.60350 -0.17608 -0.222 -0.031 0.051
C 2.13011 -2.39253 0.83559 1.054 0.852 -0.745
C 3.32681 -2.11890 0.10515 -0.093 -1.092 0.752
C 4.26594 -3.13322 -0.06403 -0.604 -0.962 0.225
C 3.99948 -4.39161 0.51004 0.478 0.273 0.076
C 2.85313 -4.64522 1.25246 0.441 0.347 0.176
C 1.90423 -3.62648 1.40989 0.477 -0.785 -0.623
N 5.02278 -5.48252 0.38145 1.755 -1.921 -1.238
O 6.04130 -5.40481 -0.30542 -0.525 2.829 -0.530
O 4.86471 -6.57065 0.88105 -2.299 -0.080 1.749
H 1.41083 -1.59303 0.93481 -0.086 -0.040 0.133
H 3.62680 -1.15099 -0.26840 -0.576 0.199 -0.097
H 5.14966 -3.03033 -0.67628 0.149 0.213 0.196
H 2.72824 -5.58319 1.77306 0.041 -0.224 -0.273
H 0.98111 -3.89695 1.90090 -0.090 0.430 0.190
C -1.46701 6.77572 -1.00383 0.074 -1.108 -0.544
C -1.05812 5.80709 -1.93838 -1.098 1.588 -1.366
C -1.59708 5.90335 -3.24174 -0.355 -0.178 -0.065
C -2.62296 6.81137 -3.55681 0.466 0.647 1.863
C -3.04022 7.76353 -2.59548 0.502 -1.246 0.368
C -2.45237 7.72470 -1.31109 0.048 -0.382 -0.872
N -3.33794 6.77748 -4.83849 -1.180 1.634 -0.795
O -4.11049 7.70627 -5.10555 0.885 -0.527 0.914
O -3.18139 5.86467 -5.60557 0.769 -1.140 0.047
H -0.98544 6.64036 -0.04666 -0.314 0.607 0.417
H -0.31987 5.05190 -1.71238 0.057 0.055 0.092
H -1.23543 5.26198 -4.03184 -0.119 -0.277 0.014
H -3.87851 8.40983 -2.80983 0.127 0.097 -0.059
H -2.81653 8.40346 -0.55407 0.103 0.089 0.026
C 4.90536 4.88665 2.81367 -0.636 0.436 -1.006
C 5.47684 3.80851 3.42619 0.681 -1.142 -0.382
C 5.73580 2.61512 2.72459 -1.584 -0.038 -0.533
C 5.29106 2.47123 1.36755 -0.151 1.815 2.401
C 4.68763 3.60194 0.75039 0.178 -0.626 0.782
C 4.43821 4.77645 1.49993 0.851 -0.949 -0.393
N 5.40936 1.16815 0.70208 1.620 -0.498 -1.365
O 5.26912 0.10777 1.29847 -0.366 1.220 0.266
O 5.79784 1.20844 -0.47131 -0.800 0.196 0.852
H 4.82321 5.81574 3.35814 -0.345 0.054 0.010
H 5.68804 3.88668 4.48245 0.382 -0.196 0.025
H 6.07902 1.78984 3.33082 0.244 -0.323 -0.430
H 4.40238 3.53287 -0.28897 -0.218 -0.002 -0.071
H 3.91335 5.59594 1.03157 0.062 0.035 -0.093
C -2.89276 1.90932 -2.22123 -0.311 0.683 0.704
C -3.39677 1.97091 -3.52812 1.463 -1.249 1.069
C -4.27493 2.92337 -3.89354 -2.333 1.313 0.412
C -4.78536 3.79251 -2.90138 0.295 -0.309 -0.074
C -4.32397 3.73355 -1.58155 -0.124 0.504 -0.650
C -3.35215 2.80058 -1.23492 0.146 -0.171 -1.385
N -5.74820 4.88013 -3.34421 0.860 -2.435 -3.515
O -5.70858 5.90493 -2.76072 -0.541 1.678 1.434
O -6.32730 4.69538 -4.44873 0.667 0.152 2.464
H -2.12727 1.19951 -1.94447 0.020 -0.225 -0.121
H -3.07039 1.21665 -4.22881 0.023 0.039 -0.206
H -4.72651 2.93887 -4.87448 0.177 0.222 -0.105
H -4.62936 4.44574 -0.82928 -0.317 0.108 -0.106
H -2.91486 2.85042 -0.24867 -0.120 -0.265 0.021
C -7.09607 -0.00436 -1.81640 -1.462 1.811 -0.580
C -5.89404 -0.52561 -1.46028 0.288 -0.035 0.527
C -5.22925 -0.03577 -0.33784 0.427 -0.307 0.117
C -5.72375 1.07092 0.34393 -0.149 0.230 -0.442
C -6.90441 1.67604 -0.11562 -0.089 -0.072 0.752
C -7.58945 1.18282 -1.21378 0.708 -1.539 0.518
N -5.02106 1.68138 1.53008 0.480 2.023 1.297
O -4.46713 0.96442 2.33997 -0.308 -0.871 -0.819
O -4.99197 2.93272 1.71836 -0.835 -2.385 -1.583
H -7.71563 -0.45463 -2.57784 0.202 -0.066 -0.291
H -5.45458 -1.32939 -2.03229 -0.019 -0.216 0.193
H -4.38812 -0.66403 -0.08448 0.503 0.698 0.586
H -7.39970 2.37252 0.54469 0.277 0.631 -0.249
H -8.55227 1.58415 -1.49363 0.043 0.070 -0.013
C -2.19495 -6.89746 5.55831 0.552 -0.189 0.681
C -1.06080 -6.58224 4.82177 0.090 1.619 -0.743
C -1.00369 -5.40374 4.07752 -1.247 0.994 0.151
C -2.15091 -4.53935 4.06544 0.919 -1.759 1.151
C -3.26665 -4.89391 4.83503 0.097 0.171 -0.780
C -3.31132 -6.07122 5.59690 0.454 0.693 -1.129
N -2.17196 -3.27736 3.32683 1.545 0.709 -1.731
O -1.17514 -3.01108 2.59456 -1.737 -0.725 1.557
O -3.14260 -2.54574 3.39344 0.398 -0.552 0.209
H -2.03656 -7.74704 6.20602 -0.736 -0.279 0.067
H -0.14517 -7.15466 4.84041 -0.190 -0.385 0.201
H -0.09064 -5.12381 3.57315 -0.081 0.053 -0.169
H -4.11113 -4.22660 4.74576 -0.165 -0.024 0.348
H -4.23156 -6.27576 6.12390 0.234 -0.229 0.263
C 3.24209 -0.42789 5.10013 0.548 -0.720 -0.066
C 2.94065 -0.16995 3.75665 1.716 -1.384 1.372
C 2.67103 1.09639 3.41279 -1.536 2.989 -0.829
C 2.54107 2.14899 4.35520 1.036 -2.198 0.857
C 2.91004 1.86478 5.69773 -1.020 0.360 -0.961
C 3.22100 0.54997 6.05276 -0.210 1.330 -0.021
N 2.03370 3.47125 3.97160 -0.737 -1.593 -2.066
O 1.56155 3.64000 2.83197 0.879 -0.402 1.306
O 2.01692 4.26989 4.84363 0.042 1.969 1.286
H 3.66982 -1.36252 5.43168 -0.387 -0.471 -0.307
H 3.21177 -0.92160 3.03007 -0.496 -0.049 -0.224
H 2.48050 1.35726 2.38223 -0.031 0.020 -0.195
H 2.87467 2.60340 6.48486 -0.050 0.273 -0.230
H 3.45804 0.35828 7.08884 0.120 -0.182 -0.020
C 2.73698 6.79522 -1.88037 -0.548 -1.716 0.015
C 2.01055 7.93915 -2.01642 0.226 0.632 0.883
C 2.64107 9.16879 -1.81800 0.363 0.056 -1.091
C 4.03565 9.19705 -1.62430 -0.328 -1.822 0.187
C 4.74028 7.95380 -1.50432 0.054 1.666 0.957
C 4.08203 6.75210 -1.60847 0.032 0.610 -0.449
N 4.77327 10.46373 -1.49238 0.291 1.639 -0.216
O 6.02433 10.44383 -1.51454 -2.699 0.016 0.192
O 4.06785 11.50030 -1.41775 1.761 -2.075 -0.055
H 2.23444 5.83967 -1.90791 -0.269 -0.141 -0.226
H 0.93957 7.84290 -2.11714 -0.051 0.353 -0.276
H 2.01004 10.02382 -2.01065 0.479 0.485 0.413
H 5.74076 7.97303 -1.09804 0.332 0.170 -0.554
H 4.56618 5.78730 -1.57437 0.238 0.234 0.352
C -1.62636 -6.63008 -4.20640 -0.169 0.802 -0.930
C -2.00404 -6.28638 -2.92950 -0.352 -0.222 0.703
C -2.52586 -5.03992 -2.60484 0.529 1.693 -1.371
C -2.50603 -4.04015 -3.62535 0.383 -2.463 -0.110
C -2.13821 -4.38943 -4.94162 -0.623 -0.634 -0.173
C -1.74463 -5.70128 -5.25149 -0.358 -0.209 1.325
N -2.82763 -2.66035 -3.34701 0.804 2.399 0.274
O -3.18700 -1.95090 -4.28824 -0.093 -0.863 0.673
O -2.55629 -2.17266 -2.23411 -0.778 -1.288 -1.024
H -1.31505 -7.64794 -4.38930 0.103 -0.017 -0.147
H -1.90345 -7.09494 -2.22062 -0.280 0.251 0.556
H -2.89177 -4.72382 -1.63913 0.167 -0.333 0.128
H -2.30724 -3.72156 -5.77336 0.224 0.404 0.268
H -1.63756 -6.09068 -6.25314 0.263 0.561 -0.219
```
Positions in Å, forces in eV/Å.

Orbital gap   8.2 eV
Total charge   0
LUMO energy   -1.39 eV

Here are the Löwdin charges for atoms 1 to 8, given in e: atom 1 (Br): 0.70, atom 2 (C): -0.61, atom 3 (C): -0.62, atom 4 (Br): 0.64, atom 5 (H): 0.05, atom 6 (H): 0.00, atom 7 (H): 0.00, atom 8 (H): 0.04


Entry 2:
Molecular formula: C30H44N6O6
Method: DFT, ωB97M-V/def2-TZVPD

```
86
Properties=species:S:1:pos:R:3:forces:R:3
C -2.90548 -4.17787 -2.91771 0.277 0.170 0.091
C -2.58696 -2.79851 -2.34086 -0.586 -0.027 -0.396
C -3.59972 -2.42186 -1.25866 0.424 -0.097 -0.222
C -2.55845 -1.73704 -3.43902 0.209 -0.161 0.182
O -1.31805 -2.82850 -1.64065 -0.017 0.043 0.141
C -0.18180 -3.15183 -2.28969 0.069 -0.074 0.373
O -0.06946 -3.43644 -3.45607 -0.046 -0.009 -0.422
N 0.84283 -3.14502 -1.40093 0.075 0.139 0.369
C 2.22016 -3.33438 -1.78319 0.184 0.103 -0.287
C 3.02123 -2.02852 -1.82292 -0.210 -0.209 0.312
C 2.95667 -1.27177 -0.49664 0.248 0.024 -0.322
C 4.00698 -0.16162 -0.42136 -0.364 0.051 0.242
C 3.72584 0.82776 0.72437 0.076 0.155 -0.297
N 3.35725 0.11593 1.92799 0.277 0.000 0.090
C 2.12733 0.16853 2.46711 0.165 -0.009 0.116
O 1.29267 1.00115 2.14903 -0.232 -0.093 0.312
C 1.86812 -0.87547 3.46688 -0.773 -0.428 0.482
N 2.86497 -1.65765 3.97973 0.382 0.070 -0.099
C 2.29649 -2.43567 4.85352 0.097 -0.117 0.061
N 0.96307 -2.21390 4.93043 -0.147 0.092 -0.085
C 0.65800 -1.22960 4.03501 0.516 0.411 -0.276
C -0.72636 -0.68477 3.96222 -0.145 -0.074 0.065
O -1.25875 -0.30700 4.99563 0.055 -0.013 0.261
N -1.34892 -0.68544 2.77219 -0.093 0.043 -0.025
C -0.87181 -1.23343 1.52564 0.226 0.008 -0.493
C -0.86322 -0.16991 0.42163 0.164 -0.095 0.078
N -2.18066 0.42628 0.31447 -0.045 -0.189 0.073
C -2.47075 1.14799 -0.85078 -0.054 0.081 -0.251
C -1.49407 1.50490 -1.78175 0.035 -0.037 0.227
C -1.84791 2.15375 -2.95180 -0.083 0.069 -0.124
C -3.16955 2.46141 -3.22030 0.061 0.058 -0.146
C -4.14494 2.11233 -2.30042 -0.055 0.040 0.030
C -3.80313 1.46165 -1.13260 0.015 0.044 0.050
C -2.58319 1.01937 1.57650 -0.152 -0.124 0.223
C -2.65298 -0.06980 2.64364 -0.223 0.426 0.169
C 2.61292 1.82346 0.31233 0.527 -0.335 -0.262
O 1.80876 1.59153 -0.55405 -0.029 0.107 -0.191
O 2.82450 2.98132 0.90810 0.170 0.300 0.233
C 1.96443 4.12857 0.66446 -0.391 0.524 -0.181
C 2.46891 5.17678 1.65603 -0.013 -0.406 -0.203
C 0.50320 3.78609 0.94429 0.231 -0.157 -0.011
C 2.15276 4.60688 -0.77505 0.066 -0.258 0.206
H -3.89826 -4.16841 -3.35860 -0.141 0.010 -0.014
H -2.87487 -4.92961 -2.13134 -0.045 -0.082 0.083
H -2.18042 -4.44070 -3.68272 -0.035 -0.046 -0.050
H -3.61783 -3.18423 -0.48324 -0.030 -0.099 0.110
H -3.32869 -1.46919 -0.81255 -0.011 0.117 0.087
H -4.59011 -2.33982 -1.69603 -0.129 -0.004 -0.071
H -2.31644 -0.76455 -3.01611 -0.028 0.117 0.029
H -1.81382 -1.99447 -4.18719 -0.010 0.019 -0.072
H -3.53249 -1.67747 -3.91605 -0.150 0.018 -0.031
H 0.64198 -2.81744 -0.47071 -0.085 -0.046 -0.057
H 2.68385 -4.03074 -1.07596 0.010 0.015 -0.094
H 2.20591 -3.79170 -2.77478 0.054 -0.056 0.155
H 4.05812 -2.27678 -2.05830 0.075 0.012 -0.070
H 2.63507 -1.39219 -2.61970 0.028 0.044 -0.101
H 1.97183 -0.81770 -0.39028 -0.089 -0.035 0.082
H 3.10754 -1.97355 0.32838 -0.038 -0.036 0.065
H 4.00739 0.39679 -1.35832 0.097 0.015 -0.031
H 4.99844 -0.59904 -0.28504 0.054 0.015 -0.034
H 4.62038 1.43076 0.92901 -0.194 -0.082 -0.063
H 3.98772 -0.59050 2.28068 -0.109 -0.015 0.019
H 2.80836 -3.17136 5.44049 0.017 -0.187 0.178
H 0.29829 -2.64173 5.55581 0.061 0.029 -0.012
H 0.13258 -1.63629 1.66022 -0.072 -0.014 -0.035
H -1.54922 -2.04449 1.22691 0.101 0.011 -0.009
H -0.09580 0.57827 0.65170 -0.126 -0.140 -0.162
H -0.62966 -0.66104 -0.52416 0.045 0.008 0.015
H -0.45280 1.29886 -1.59268 0.145 -0.056 0.074
H -1.07615 2.42558 -3.65731 0.071 0.014 -0.059
H -3.43854 2.96688 -4.13546 -0.021 0.037 -0.080
H -5.18225 2.34084 -2.49882 -0.082 0.007 -0.012
H -4.57724 1.17527 -0.43567 -0.060 -0.077 0.062
H -1.85157 1.77852 1.89624 -0.070 0.030 0.010
H -3.55688 1.49625 1.46969 0.047 -0.020 0.031
H -2.92893 0.34739 3.61294 -0.002 -0.079 -0.136
H -3.38162 -0.83342 2.34838 0.005 0.060 0.014
H 3.52848 5.36083 1.49785 0.113 0.053 -0.016
H 1.92381 6.10686 1.52532 -0.073 0.090 -0.028
H 2.32729 4.82011 2.67253 -0.026 -0.007 0.136
H 0.09434 3.17016 0.14834 -0.087 -0.032 -0.015
H -0.07902 4.70097 1.01588 -0.028 0.135 -0.001
H 0.43225 3.23741 1.87993 -0.074 0.009 0.095
H 3.19829 4.84463 -0.96061 0.098 0.071 -0.022
H 1.83742 3.83414 -1.47097 -0.037 0.005 -0.059
H 1.55235 5.49624 -0.94442 -0.058 0.125 -0.003
```
Positions in Å, forces in eV/Å.

SMILES   CC(C)(C)OC(=O)NCCCC[C@H](NC(=O)c1nc[nH]c1C(=O)N1CCN(c2ccccc2)CC1)C(=O)OC(C)(C)C
Orbital gap   8.4 eV
Total charge   0
LUMO energy   0.52 eV

Here are the Löwdin charges for atoms 1 to 8, given in e: atom 1 (C): -0.02, atom 2 (C): -0.56, atom 3 (C): -0.01, atom 4 (C): 0.00, atom 5 (O): 0.02, atom 6 (C): -0.56, atom 7 (O): 0.09, atom 8 (N): 0.09